(1)
Density functional theory data (the ωB97M-V functional and the def2-TZVPD basis) for a cluster of 2 separate species, C5H11N2OS in total in a non-equilibrium geometry.

Computed properties:
HOMO level (eV): -12.1
Energy (eV): -21217.2680
Relative energy (zero: lowest compared OMol25 entry of this formula, charge and spin) (kJ/mol): 245.9
E_LUMO (eV): -3.66
2S+1: 1
Total charge: +1

Last columns: bonded neighbours and bond lengths (Å).
Geometry (Å):
1 C 1.43 0.39 -1.09  C4 1.444, N6 1.263, H19 1.124
2 C -2.59 0.96 0.42  O8 1.371, S9 1.567, H10 1.085
3 C 2.82 -0.92 0.57  N6 1.288, N7 1.348, H11 1.064
4 C 1.84 1.74 -1.42  C1 1.444, H12 1.047, H13 1.105, H14 1.114
5 C -4.43 0.50 -1.13  O8 1.394, H15 1.014, H16 1.039, H17 1.042
6 N 2.03 -0.39 -0.30  C1 1.263, C3 1.288
7 N 4.01 -1.54 0.41  C3 1.348, H18 0.994, H20 1.045
8 O -3.10 0.40 -0.73  C2 1.371, C5 1.394
9 S -1.03 0.86 0.55  C2 1.567
10 H -3.16 1.29 1.28  C2 1.085
11 H 2.59 -0.69 1.58  C3 1.064
12 H 2.78 1.62 -1.86  C4 1.047
13 H 1.89 2.43 -0.56  C4 1.105
14 H 1.10 2.22 -2.10  C4 1.114
15 H -4.41 0.76 -2.11  C5 1.014
16 H -5.01 1.14 -0.55  C5 1.039
17 H -4.87 -0.44 -1.07  C5 1.042
18 H 4.26 -1.94 -0.47  N7 0.994
19 H 0.38 0.13 -1.40  C1 1.124
20 H 4.59 -1.67 1.27  N7 1.045

***

(2)
Density functional theory data (the ωB97M-V functional and the def2-TZVPD basis) for the ion C5H11N2S with charge +1 in a non-equilibrium geometry.

Computed properties:
HOMO level (eV): -13.8
Energy (eV): -19170.5480
Relative energy (zero: lowest compared OMol25 entry of this formula, charge and spin) (kJ/mol): 225.6
E_LUMO (eV): -3.51
2S+1: 1
Total charge: +1

Last columns: bonded neighbours and bond lengths (Å).
Geometry (Å):
1 C 2.11 0.78 -0.08  N6 1.346, N7 1.315, S8 1.761
2 C 1.59 -1.81 -0.34  S8 1.771, H9 1.069, H10 1.065
3 C 0.02 -0.44 -0.56  C5 1.479, N6 1.427, H11 1.027
4 C -2.27 0.25 0.21  C5 1.545, H12 1.020, H13 1.040, H14 1.068
5 C -1.05 -0.67 0.43  C3 1.479, C4 1.545, H15 1.091, H16 1.127
6 N 0.84 0.73 -0.52  C1 1.346, C3 1.427, H17 0.954
7 N 2.83 1.84 0.20  C1 1.315, H18 1.046, H19 0.966
8 S 2.88 -0.76 0.29  C1 1.761, C2 1.771
9 H 1.16 -2.49 0.36  C2 1.069
10 H 1.72 -2.20 -1.32  C2 1.065
11 H -0.24 -0.84 -1.47  C3 1.027
12 H -3.07 -0.28 0.57  C4 1.020
13 H -2.35 0.48 -0.80  C4 1.040
14 H -2.13 1.08 0.86  C4 1.068
15 H -1.28 -1.71 0.22  C5 1.091
16 H -0.81 -0.52 1.52  C5 1.127
17 H 0.37 1.48 -0.16  N6 0.954
18 H 2.72 2.87 0.02  N7 1.046
19 H 3.67 1.65 0.63  N7 0.966

***

(3)
Density functional theory data (the ωB97M-V functional and the def2-TZVPD basis) for an isolated molecule of C5H11N3 in a non-equilibrium geometry.

Computed properties:
Structure (SMILES): N[C@@H]1[C@@H]2NCC[C@@]12N
HOMO level (eV): -6.9
Energy (eV): -9825.2571
Relative energy (zero: lowest compared OMol25 entry of this formula, charge and spin) (kJ/mol): 834.5
E_LUMO (eV): 0.61
2S+1: 1

Last columns: bonded neighbours and bond lengths (Å).
Geometry (Å):
1 C 1.36 -0.50 0.56  C2 1.550, C5 1.616, H8 1.293, N17 1.522
2 C 0.13 -1.06 -0.21  C1 1.550, C5 1.815, H9 1.123, N18 1.568
3 C -1.99 -0.13 -0.26  C4 1.701, H11 1.202, H12 1.295, N18 1.374
4 C -1.04 0.58 0.95  C3 1.701, C5 1.473, H13 1.238, H14 1.158
5 C 0.28 0.67 0.30  C1 1.616, C2 1.815, C4 1.473, N19 1.425
6 H 3.06 -1.28 -0.36  N17 1.164
7 H 3.30 0.43 0.12  N17 1.209
8 H 1.47 -0.79 1.81  C1 1.293
9 H -0.35 -1.75 0.54  C2 1.123
10 H -1.30 -1.53 -1.66  N18 1.084
11 H -2.92 0.58 -0.53  C3 1.202
12 H -2.39 -1.21 0.35  C3 1.295
13 H -1.40 1.73 1.23  C4 1.238
14 H -1.23 -0.20 1.79  C4 1.158
15 H -0.35 1.97 -1.04  N19 1.038
16 H 1.38 1.69 -1.36  N19 1.064
17 N 2.49 -0.27 -0.43  C1 1.522, H6 1.164, H7 1.209
18 N -1.05 -0.61 -1.14  C2 1.568, C3 1.374, H10 1.084
19 N 0.57 1.68 -0.66  C5 1.425, H15 1.038, H16 1.064

***

(4)
Density functional theory data (the ωB97M-V functional and the def2-TZVPD basis) for an isolated molecule of C5H11N3 in a non-equilibrium geometry.

Computed properties:
Structure (SMILES): C=C[C@@]1(NC)N[C@H]1N
HOMO level (eV): -8.0
Energy (eV): -9831.0933
Relative energy (zero: lowest compared OMol25 entry of this formula, charge and spin) (kJ/mol): 271.4
E_LUMO (eV): 1.12
2S+1: 1

Last columns: bonded neighbours and bond lengths (Å).
Geometry (Å):
1 C -0.63 0.98 -0.85  C4 1.499, N5 1.361, N8 1.766, H10 1.090
2 C -0.95 -2.00 0.37  N3 1.453, H15 1.096, H16 1.099, H17 1.098
3 N -1.19 -0.66 0.86  C2 1.453, C4 1.462, H9 1.017
4 C -0.22 0.36 0.45  C1 1.499, N3 1.462, C6 1.502, N8 1.429
5 N 0.20 1.74 -1.63  C1 1.361, H11 1.024, H12 1.012
6 C 1.22 0.04 0.72  C4 1.502, C7 1.325, H14 1.082
7 C 2.09 -0.38 -0.19  C6 1.325, H18 1.076, H19 1.082
8 N -0.58 1.71 0.75  C1 1.766, C4 1.429, H13 1.018
9 H -1.23 -0.64 1.88  N3 1.017
10 H -1.51 0.59 -1.37  C1 1.090
11 H 0.93 2.14 -1.05  N5 1.024
12 H -0.24 2.40 -2.26  N5 1.012
13 H -1.55 1.80 1.04  N8 1.018
14 H 1.52 0.28 1.73  C6 1.082
15 H -1.00 -1.99 -0.73  C2 1.096
16 H -1.75 -2.66 0.74  C2 1.099
17 H 0.02 -2.42 0.66  C2 1.098
18 H 1.79 -0.61 -1.20  C7 1.076
19 H 3.09 -0.68 0.08  C7 1.082

***

(5)
Density functional theory data (the ωB97M-V functional and the def2-TZVPD basis) for an isolated molecule of C5H11N3 in a non-equilibrium geometry.

Computed properties:
Structure (SMILES): C/C(N)=C(N)/C=C/N
HOMO level (eV): -6.4
Energy (eV): -9831.5504
Relative energy (zero: lowest compared OMol25 entry of this formula, charge and spin) (kJ/mol): 227.3
E_LUMO (eV): 1.07
2S+1: 1

Last columns: bonded neighbours and bond lengths (Å).
Geometry (Å):
1 C -1.03 -0.11 -1.90  C3 1.508, H17 1.094, H18 1.093, H19 1.098
2 C -0.47 -0.80 0.47  C3 1.416, N4 1.383, C7 1.403
3 C -0.06 -0.24 -0.76  C1 1.508, C2 1.416, N5 1.428
4 N -1.52 -1.69 0.64  C2 1.383, H9 1.010, H10 1.008
5 N 1.30 -0.23 -1.20  C3 1.428, H11 1.019, H12 1.016
6 N 1.53 1.87 1.63  C8 1.376, H13 1.010, H14 1.011
7 C 0.13 -0.14 1.55  C2 1.403, C8 1.402, H15 1.084
8 C 0.46 1.16 1.14  N6 1.376, C7 1.402, H16 1.085
9 H -2.16 -1.53 1.40  N4 1.010
10 H -1.96 -2.04 -0.20  N4 1.008
11 H 1.44 -0.91 -1.95  N5 1.019
12 H 1.94 -0.46 -0.44  N5 1.016
13 H 2.34 1.34 1.91  N6 1.010
14 H 1.75 2.74 1.16  N6 1.011
15 H 0.38 -0.57 2.51  C7 1.084
16 H -0.27 1.80 0.66  C8 1.085
17 H -0.78 0.78 -2.49  C1 1.094
18 H -2.06 0.00 -1.55  C1 1.093
19 H -1.00 -0.97 -2.58  C1 1.098

***

(6)
Density functional theory data (the ωB97M-V functional and the def2-TZVPD basis) for a cluster of 2 separate species, C5H11N3 in total in a non-equilibrium geometry.

Computed properties:
HOMO level (eV): -8.5
Energy (eV): -9828.7914
Relative energy (zero: lowest compared OMol25 entry of this formula, charge and spin) (kJ/mol): 493.5
E_LUMO (eV): 0.77
2S+1: 1

Last columns: bonded neighbours and bond lengths (Å).
Geometry (Å):
1 C 1.22 -2.58 -1.10  N6 1.197, H9 1.035, H16 1.143
2 C -0.52 2.24 0.71  C5 1.578, H10 1.095, H11 1.156, H12 1.016
3 C -1.37 -0.16 1.63  C5 1.570, H13 1.102, H14 1.129, H15 1.085
4 C 0.91 0.25 0.56  C5 1.456, N8 1.172
5 C -0.49 0.66 0.62  C2 1.578, C3 1.570, C4 1.456, H17 1.015
6 N 0.80 -2.09 -2.11  C1 1.197, H18 1.041
7 N 3.08 0.87 -0.05  N8 1.207, H19 0.999
8 N 1.98 0.69 0.42  C4 1.172, N7 1.207
9 H 1.23 -2.22 -0.12  C1 1.035
10 H 0.33 2.56 1.32  C2 1.095
11 H -1.43 2.58 1.32  C2 1.156
12 H -0.49 2.62 -0.23  C2 1.016
13 H -2.34 0.34 1.77  C3 1.102
14 H -1.55 -1.23 1.33  C3 1.129
15 H -0.95 -0.24 2.63  C3 1.085
16 H 1.34 -3.71 -1.16  C1 1.143
17 H -0.68 0.39 -0.34  C5 1.015
18 H 0.77 -1.06 -1.95  N6 1.041
19 H 3.73 1.06 0.68  N7 0.999